# C5H4FN

A cluster of 2 separate species, C5H4FN in total at a distorted geometry (ωB97M-V with the def2-TZVPD basis set, the Open Molecules 2025 dataset).

Output
HOMO energy in Ha: -0.3179
SMILES string: C=C=C=N.C#CF
E_LUMO in eV: -0.1
Spin multiplicity: 1
Gap between HOMO and LUMO in eV: 8.550
Energy relative to the best compared isomer or geometry (same formula, charge and spin) in eV: 6.748

Structure (XYZ):
```
11
Properties=species:S:1:pos:R:3:forces:R:3
C -1.9754 0.1049 0.1258 -4.0 1.1 3.4
C -0.8870 -0.0975 -0.5244 -0.9 0.0 -0.8
C 0.0061 0.3410 -1.3183 2.2 -0.2 -0.4
N 1.0162 0.6692 -1.9019 0.5 0.7 -0.5
H -2.5508 -0.6315 0.7444 1.1 -0.2 -0.8
H -2.5670 1.0805 0.4407 1.7 -1.2 -1.6
H 1.8725 0.1323 -2.0756 -0.9 -0.1 0.0
C 1.7844 -0.8431 0.8853 -0.7 0.8 0.1
C 0.9705 -0.1958 1.4848 0.0 0.2 0.7
F 0.1491 0.4750 2.2074 0.4 -0.4 0.0
H 2.1814 -1.0352 -0.0682 0.7 -0.7 -0.2
```
Forces are in eV/Å.

natural (NBO) population analysis, charges in e, atoms 1 to 5: number 1, C, carries -0.3050; number 2, C, carries -0.2681; number 3, C, carries 0.4104; number 4, N, carries -0.6259; number 5, H, carries 0.1936